Density functional theory data (wB97M-V/def2-TZVPD) for a 2-piece molecular cluster, C2H7NS2 overall in a non-equilibrium geometry.

Summary:
**Electronic energy**: -931.3982 Ha
**LUMO**: -0.39 eV
**SMILES string**: C=NC.SS
**2S+1**: 1
**ΔE to the lowest compared entry with this formula, charge and spin**: 3.412 eV

XYZ file:
```
12
C2H7NS2 wB97M-V/def2-TZVPD
C -0.487 -1.120 0.030
N 0.635 -1.184 0.739
C 1.771 -0.859 -0.013
H -1.194 -0.430 0.501
H -0.783 -1.769 -0.714
H 2.575 -1.642 0.275
H 1.566 -0.986 -1.148
H 2.053 0.152 0.236
S -0.928 2.444 -1.019
S -1.973 2.522 0.938
H -1.734 1.414 -1.397
H -1.500 1.458 1.572
```

Here are the natural (NBO) charges for atoms 1 to 5, given in e: C -0.02; N -0.43; C -0.43; H 0.15; H 0.16

Density functional theory data (wB97M-V/def2-TZVPD) for a 2-piece molecular cluster, C2H7NS2 overall in a non-equilibrium geometry.

Summary:
**Electronic energy**: -931.4224 Ha
**LUMO**: -1.09 eV
**SMILES string**: CN=S.CS
**2S+1**: 1
**ΔE to the lowest compared entry with this formula, charge and spin**: 2.754 eV

XYZ file:
```
12
C2H7NS2 wB97M-V/def2-TZVPD
C 1.553 -1.037 -2.474
N 0.921 0.229 -3.092
S 0.345 1.157 -1.998
H 0.806 -1.765 -2.441
H 2.454 -1.369 -3.056
H 1.961 -0.752 -1.466
C -1.139 0.020 2.442
S -2.336 1.373 2.029
H -1.768 -0.510 3.157
H -0.424 0.551 3.141
H -0.781 -0.342 1.514
H -1.592 2.445 2.245
```

Here are the natural (NBO) charges for atoms 1 to 5, given in e: C -0.47; N -0.50; S 0.35; H 0.21; H 0.21

Density functional theory data (wB97M-V/def2-TZVPD) for a 2-piece molecular cluster, C2H7NS2 overall.

Summary:
**Electronic energy**: -931.4893 Ha
**LUMO**: 0.34 eV
**SMILES string**: C=CN.SS
**2S+1**: 1
**ΔE to the lowest compared entry with this formula, charge and spin**: 0.934 eV

XYZ file:
```
12
C2H7NS2 wB97M-V/def2-TZVPD
C -0.901 0.431 1.463
C -0.922 0.588 0.144
N -1.941 0.118 -0.645
H -1.607 -0.187 2.007
H -0.063 0.765 2.041
H -0.135 1.062 -0.430
H -2.745 -0.306 -0.219
H -1.934 0.131 -1.646
S 2.577 0.093 0.074
S 2.445 -1.047 -1.657
H 3.910 0.013 0.156
H 1.316 -1.660 -1.289
```

Here are the natural (NBO) charges for atoms 1 to 5, given in e: C -0.55; C 0.01; N -0.83; H 0.19; H 0.21

Density functional theory data (wB97M-V/def2-TZVPD) for a 2-piece molecular cluster, C2H7NS2 overall in a non-equilibrium geometry.

Summary:
**Electronic energy**: -931.4694 Ha
**LUMO**: 0.39 eV
**SMILES string**: C=NC.SS
**2S+1**: 1
**ΔE to the lowest compared entry with this formula, charge and spin**: 1.473 eV

XYZ file:
```
12
C2H7NS2 wB97M-V/def2-TZVPD
C -1.793 -0.346 -1.167
N -1.445 0.658 -0.477
C -1.303 0.319 0.967
H -1.804 -0.545 -2.241
H -2.222 -1.211 -0.631
H -0.301 -0.091 1.107
H -1.342 1.277 1.488
H -2.084 -0.356 1.324
S 3.806 -0.614 0.276
S 1.997 0.408 -0.096
H 4.497 0.381 0.850
H 1.994 0.121 -1.398
```

Here are the natural (NBO) charges for atoms 1 to 5, given in e: C -0.06; N -0.39; C -0.45; H 0.18; H 0.12

Density functional theory data (wB97M-V/def2-TZVPD) for C2H7O2 as an isolated structure in a non-equilibrium geometry.

Summary:
**Electronic energy**: -230.5794 Ha
**LUMO**: -4.54 eV
**2S+1**: 1
**ΔE to the lowest compared entry with this formula, charge and spin**: 0.580 eV
**Total charge**: +1

XYZ file:
```
11
C2H7O2 wB97M-V/def2-TZVPD
O -0.895 -2.316 -0.623
H -1.063 -2.855 -1.403
H -0.334 2.474 0.712
H -1.301 -2.718 0.158
C 0.361 1.645 0.888
C 0.650 0.866 -0.314
O 0.257 -0.273 -0.521
H -0.021 1.036 1.706
H 1.301 2.096 1.228
H 1.239 1.305 -1.131
H -0.193 -1.260 -0.701
```

Here are the natural (NBO) charges for atoms 1 to 5, given in e: O -0.89; H 0.54; H 0.30; H 0.54; C -0.75

Density functional theory data (wB97M-V/def2-TZVPD) for a 2-piece molecular cluster, C2H7O2 overall in a non-equilibrium geometry.

Summary:
**Electronic energy**: -229.9387 Ha
**LUMO (alpha / beta)**: -11.12 / -17.46 eV
**Expectation value of S²**: 0.75
**2S+1**: 2
**ΔE to the lowest compared entry with this formula, charge and spin**: 3.047 eV
**Total charge**: +2

XYZ file:
```
11
C2H7O2 wB97M-V/def2-TZVPD
O 0.671 0.906 -1.525
H 1.062 1.810 -1.301
H -0.893 -1.430 -0.559
H 1.207 0.624 -2.337
C -1.195 -0.752 0.243
C -0.043 0.050 0.646
O 1.096 -0.504 0.810
H -2.068 -0.131 -0.007
H -1.360 -1.250 1.232
H -0.194 0.972 1.249
H 1.716 -0.296 1.550
```

Here are the natural (NBO) charges for atoms 1 to 5, given in e: O -0.17; H 0.56; H 0.29; H 0.58; C -0.72

Density functional theory data (wB97M-V/def2-TZVPD) for a 2-piece molecular cluster, C2H7O3SSi overall in a non-equilibrium geometry.

Summary:
**Electronic energy**: -993.8423 Ha
**LUMO**: 3.79 eV
**2S+1**: 1
**ΔE to the lowest compared entry with this formula, charge and spin**: 2.133 eV
**Total charge**: -1

XYZ file:
```
14
C2H7O3SSi wB97M-V/def2-TZVPD
C 1.414 1.209 -0.406
C 1.461 -0.122 0.480
O -4.077 -0.717 -0.162
O -1.378 -0.627 0.277
O -3.108 1.344 0.623
Si 0.020 -1.271 0.078
S -2.948 0.208 -0.286
H 2.406 1.685 -0.461
H 0.956 1.081 -1.351
H 0.772 1.901 0.147
H 1.387 0.233 1.610
H 2.391 -0.644 0.259
H -0.018 -2.622 0.913
H 0.724 -1.658 -1.722
```

Here are the natural (NBO) charges for atoms 1 to 5, given in e: C -0.61; C -0.92; O -0.99; O -1.25; O -1.00

Density functional theory data (wB97M-V/def2-TZVPD) for a 2-piece molecular cluster, C2H7OPS overall in a non-equilibrium geometry.

Summary:
**Electronic energy**: -895.0578 Ha
**LUMO (alpha / beta)**: 0.34 / -0.39 eV
**2S+1**: 1
**ΔE to the lowest compared entry with this formula, charge and spin**: 4.307 eV

XYZ file:
```
12
C2H7OPS wB97M-V/def2-TZVPD
C 0.781 1.685 -0.435
C -0.159 0.874 0.280
O -1.193 0.393 -0.295
P -2.539 -0.599 -0.200
S 0.719 -2.454 0.543
H 1.752 1.155 -0.551
H 0.427 2.055 -1.340
H 1.018 2.527 0.248
H 0.125 0.261 1.127
H -0.408 -2.471 -0.187
H -2.205 -1.162 1.205
H 1.682 -2.264 -0.395
```

Here are the natural (NBO) charges for atoms 1 to 5, given in e: C -0.69; C 0.27; O -0.63; P 0.30; S -0.32

Density functional theory data (wB97M-V/def2-TZVPD) for a 2-piece molecular cluster, C2H7OS overall in a non-equilibrium geometry.

Summary:
**Electronic energy**: -553.7901 Ha
**LUMO**: 3.95 eV
**2S+1**: 1
**ΔE to the lowest compared entry with this formula, charge and spin**: 2.009 eV
**Total charge**: -1

XYZ file:
```
11
C2H7OS wB97M-V/def2-TZVPD
C 1.601 1.528 -1.879
S -0.262 1.262 -1.849
H 2.056 0.873 -1.075
H 2.087 1.035 -2.817
H 1.753 2.652 -1.739
H -0.707 -0.830 -0.137
C -1.296 -1.292 1.941
O -1.485 -1.316 0.574
H -0.439 -0.658 2.381
H -2.227 -0.940 2.277
H -1.082 -2.313 2.322
```

Here are the natural (NBO) charges for atoms 1 to 5, given in e: C -0.75; S -0.73; H 0.18; H 0.17; H 0.19

Density functional theory data (wB97M-V/def2-TZVPD) for a 2-piece molecular cluster, C2H7OS overall in a non-equilibrium geometry.

Summary:
**Electronic energy**: -553.7507 Ha
**LUMO**: 3.96 eV
**2S+1**: 1
**ΔE to the lowest compared entry with this formula, charge and spin**: 3.081 eV
**Total charge**: -1

XYZ file:
```
11
C2H7OS wB97M-V/def2-TZVPD
O -2.651 -0.615 0.979
H -1.687 -0.731 0.888
C 1.050 -0.297 -1.669
S 0.224 -0.018 -0.150
C 1.412 1.110 0.702
H 0.992 -1.236 -2.191
H 1.876 0.344 -1.952
H -2.979 -0.738 0.086
H 0.885 1.996 1.024
H 1.967 1.480 -0.149
H 2.004 0.554 1.420
```

Here are the natural (NBO) charges for atoms 1 to 5, given in e: O -0.98; H 0.49; C -1.20; S 0.04; C -0.76

Density functional theory data (wB97M-V/def2-TZVPD) for a 2-piece molecular cluster, C2H7OS overall in a non-equilibrium geometry.

Summary:
**Electronic energy**: -553.7029 Ha
**LUMO (alpha / beta)**: 6.28 / 6.00 eV
**Expectation value of S²**: 0.75
**2S+1**: 2
**ΔE to the lowest compared entry with this formula, charge and spin**: 0.000 eV
**Total charge**: -2

XYZ file:
```
11
C2H7OS wB97M-V/def2-TZVPD
C -1.032 0.150 0.159
C -0.029 0.864 1.080
S 1.695 0.440 0.699
H -1.085 -0.901 0.458
H -0.715 0.188 -0.891
H -2.049 0.567 0.249
H -0.250 0.559 2.099
H -0.151 1.960 0.986
H 1.710 -0.702 -1.485
H 0.683 -1.760 -1.330
O 1.224 -1.363 -2.025
```

Here are the natural (NBO) charges for atoms 1 to 5, given in e: C -0.67; C -0.66; S -1.43; H 0.17; H 0.20

Density functional theory data (wB97M-V/def2-TZVPD) for a 3-piece molecular cluster, C2H7OS2 overall in a non-equilibrium geometry.

Summary:
**Electronic energy**: -951.9660 Ha
**LUMO**: 3.70 eV
**2S+1**: 1
**ΔE to the lowest compared entry with this formula, charge and spin**: 2.579 eV
**Total charge**: -1

XYZ file:
```
12
C2H7OS2 wB97M-V/def2-TZVPD
C 1.686 2.055 0.432
O 2.946 2.144 0.279
H 0.905 2.868 0.384
H -5.320 3.826 4.815
H 1.376 1.099 0.969
C 0.522 -2.237 -0.952
S -0.185 -0.431 -0.801
S -1.777 -0.836 0.334
H 0.864 -2.608 -0.011
H -0.038 -3.051 -1.390
H 1.446 -2.021 -1.491
H -4.658 4.100 5.083
```

Here are the natural (NBO) charges for atoms 1 to 5, given in e: C 0.25; O -0.57; H 0.13; H 0.00; H 0.16

Density functional theory data (wB97M-V/def2-TZVPD) for a 3-piece molecular cluster, C2H7P overall in a non-equilibrium geometry.

Summary:
**Electronic energy**: -421.6489 Ha
**LUMO**: 0.46 eV
**2S+1**: 1
**ΔE to the lowest compared entry with this formula, charge and spin**: 2.311 eV

XYZ file:
```
10
C2H7P wB97M-V/def2-TZVPD
C 0.680 -1.177 0.836
C -0.429 1.298 0.430
P -0.863 -0.070 1.258
H 1.161 -1.109 -0.084
H 0.368 -2.206 0.870
H 1.325 -1.042 1.714
H -1.304 0.370 -2.870
H -1.027 2.188 0.422
H 0.545 1.371 0.064
H -0.456 0.377 -2.641
```

Here are the natural (NBO) charges for atoms 1 to 5, given in e: C -0.92; C -0.83; P 0.67; H 0.22; H 0.22

Density functional theory data (wB97M-V/def2-TZVPD) for a 2-piece molecular cluster, C2H7S overall.

Summary:
**Electronic energy**: -478.5909 Ha
**LUMO**: 3.46 eV
**2S+1**: 1
**ΔE to the lowest compared entry with this formula, charge and spin**: 0.496 eV
**Total charge**: -1

XYZ file:
```
10
C2H7S wB97M-V/def2-TZVPD
C 0.502 -2.291 -0.473
H 0.955 -1.317 -0.616
H 1.159 -3.056 -0.888
H -0.447 -2.340 -0.996
H 0.372 -2.539 0.577
C -0.578 2.209 0.438
S 0.198 3.738 1.089
H 0.180 1.425 0.327
H -1.352 1.833 1.107
H -0.989 2.338 -0.566
```

Here are the natural (NBO) charges for atoms 1 to 5, given in e: C -0.85; H 0.23; H 0.20; H 0.21; H 0.21

Density functional theory data (wB97M-V/def2-TZVPD) for an isolated ion of composition C2H7S and charge +1.

Summary:
**Electronic energy**: -478.2973 Ha
**LUMO**: -3.92 eV
**2S+1**: 1
**ΔE to the lowest compared entry with this formula, charge and spin**: 0.000 eV
**Total charge**: +1

XYZ file:
```
10
C2H7S wB97M-V/def2-TZVPD
C -0.453 -1.265 -0.485
S 0.743 0.074 -0.647
C 0.426 1.094 0.804
H -0.198 -1.792 0.432
H -1.464 -0.868 -0.440
H -0.317 -1.925 -1.338
H 0.101 0.821 -1.564
H 0.871 2.069 0.617
H -0.643 1.177 0.982
H 0.933 0.615 1.638
```

Here are the natural (NBO) charges for atoms 1 to 5, given in e: C -0.74; S 0.69; C -0.74; H 0.27; H 0.26

Density functional theory data (wB97M-V/def2-TZVPD) for a 2-piece molecular cluster, C2H7S2 overall.

Summary:
**Electronic energy**: -876.8072 Ha
**LUMO**: 3.80 eV
**2S+1**: 1
**ΔE to the lowest compared entry with this formula, charge and spin**: 0.077 eV
**Total charge**: -1

XYZ file:
```
11
C2H7S2 wB97M-V/def2-TZVPD
S 1.008 -1.347 -2.181
H 1.007 -0.772 -3.394
C 0.519 0.507 1.148
C -0.857 -0.039 0.793
S -1.456 0.558 -0.818
H 0.455 1.581 1.349
H 1.210 0.356 0.321
H 0.921 0.029 2.038
H -0.860 -1.127 0.812
H -1.588 0.335 1.500
H -0.359 -0.079 -1.567
```

Here are the natural (NBO) charges for atoms 1 to 5, given in e: S -0.89; H 0.10; C -0.62; C -0.51; S -0.27

Density functional theory data (wB97M-V/def2-TZVPD) for a 2-piece molecular cluster, C2H7S2 overall in a non-equilibrium geometry.

Summary:
**Electronic energy**: -876.7781 Ha
**LUMO**: 3.24 eV
**2S+1**: 1
**ΔE to the lowest compared entry with this formula, charge and spin**: 0.868 eV
**Total charge**: -1

XYZ file:
```
11
C2H7S2 wB97M-V/def2-TZVPD
S 0.430 1.682 2.175
H 0.348 3.071 2.222
C -0.141 0.028 -2.190
S -0.311 -1.506 -1.258
C -0.127 -0.837 0.291
H -0.799 0.825 -1.793
H 0.889 0.401 -2.083
H -0.305 -0.145 -3.306
H -1.133 -0.660 0.616
H 0.353 0.076 0.140
H 0.353 -1.529 0.939
```

Here are the natural (NBO) charges for atoms 1 to 5, given in e: S -1.08; H 0.09; C -0.76; S 0.17; C -0.78

Density functional theory data (wB97M-V/def2-TZVPD) for C2H8BINO5PS as an isolated structure in a non-equilibrium geometry.

Summary:
**Electronic energy**: -1574.1788 Ha
**LUMO**: -1.40 eV
**2S+1**: 1

XYZ file:
```
20
C2H8BINO5PS wB97M-V/def2-TZVPD
C 2.758 -0.625 0.215
N 1.714 0.271 0.782
C 1.881 1.647 0.234
B 0.410 -0.194 0.235
O 0.367 -0.616 -1.124
O -0.720 -0.235 1.070
P -2.106 -0.567 0.245
O -2.332 0.297 -0.961
O -3.310 -0.351 1.408
S -4.762 0.122 0.633
O -2.113 -2.192 -0.052
I -2.155 -2.647 -2.011
H 3.671 -0.504 0.808
H 2.403 -1.665 0.225
H 2.975 -0.398 -0.841
H 2.192 2.330 1.037
H 2.639 1.689 -0.560
H 0.924 2.042 -0.149
H 0.080 0.133 -1.645
H -4.517 1.464 0.451
```

Here are the natural (NBO) charges for atoms 1 to 5, given in e: C -0.41; N -0.73; C -0.42; B 1.30; O -0.95

Density functional theory data (wB97M-V/def2-TZVPD) for C2H8BrNP as an isolated structure in a non-equilibrium geometry.

Summary:
**Electronic energy**: -3050.8089 Ha
**LUMO**: -4.07 eV
**2S+1**: 1
**ΔE to the lowest compared entry with this formula, charge and spin**: 1.000 eV
**Total charge**: +1

XYZ file:
```
13
C2H8BrNP wB97M-V/def2-TZVPD
C 0.223 -0.501 0.190
C -1.058 0.123 -0.281
N 1.334 0.517 0.481
P -2.911 -1.220 0.016
Br -4.384 0.439 0.043
H -0.072 -1.211 1.069
H 0.575 -1.120 -0.533
H -1.021 0.443 -1.396
H -1.196 0.997 0.417
H 1.989 0.387 1.258
H 0.960 1.394 0.819
H 2.118 0.684 -0.221
H -2.941 -1.452 -1.334
```

Here are the natural (NBO) charges for atoms 1 to 5, given in e: C -0.27; C -0.63; N -0.70; P 0.52; Br -0.16

Density functional theory data (wB97M-V/def2-TZVPD) for C2H8BrO2V as an isolated structure in a non-equilibrium geometry.

Summary:
**Electronic energy**: -3749.0450 Ha
**LUMO (alpha / beta)**: -7.22 / -7.03 eV
**Expectation value of S²**: 3.78
**2S+1**: 4
**Total charge**: +1

XYZ file:
```
14
C2H8BrO2V wB97M-V/def2-TZVPD
V 13.328 0.445 31.322
Br 12.366 -0.232 29.553
C 14.767 -0.573 27.539
O 13.979 0.608 27.227
H 14.882 -1.158 26.626
H 15.770 -0.413 27.935
H 14.233 -1.124 28.313
H 13.439 0.735 28.010
C 11.434 1.869 26.826
O 10.644 1.152 27.724
H 12.474 1.556 26.732
H 11.029 1.765 25.819
H 11.449 2.909 27.154
H 11.292 0.762 28.316
```

Here are the natural (NBO) charges for atoms 1 to 5, given in e: V 1.33; Br -0.28; C -0.26; O -0.72; H 0.21